[1]
{
  "formula": "C4H5NO",
  "method": "the ωB97M-V functional and the def2-TZVPD basis",
  "charge": 0,
  "total_energy_ha": -285.30660,
  "orbital_gap_ev": 10.05,
  "homo_energy_ha": -0.37048,
  "e_above_lowest_ev": 2.9384,
  "elements": ["C", "C", "C", "O", "C", "N", "H", "H", "H", "H", "H"],
  "positions_angstrom": [[-1.068, -0.618, 0.470], [0.241, 0.144, 0.326], [1.328, -0.519, -0.508], [1.316, -1.590, -1.044], [0.209, 1.431, -0.425], [-0.327, 2.393, -0.788], [-1.777, -0.050, 1.074], [-1.512, -0.821, -0.508], [-0.879, -1.573, 0.969], [0.678, 0.391, 1.301], [1.791, 0.810, -0.866]]
}

---

[2]
{
  "formula": "C40H47F5MoNO2P2S",
  "method": "the ωB97M-V functional and the def2-TZVPD basis",
  "charge": 1,
  "total_energy_ha": -3405.92077,
  "orbital_gap_ev": [6.66, 6.36],
  "multiplicity": 3,
  "homo_energy_ha": [-0.38066, -0.38136],
  "e_above_lowest_ev": 2.2038,
  "elements": ["Mo", "C", "C", "C", "P", "C", "C", "C", "C", "C", "C", "C", "C", "C", "N", "C", "C", "C", "C", "C", "C", "P", "C", "C", "C", "C", "C", "C", "H", "H", "H", "H", "H", "H", "H", "H", "H", "H", "H", "H", "H", "H", "H", "H", "H", "H", "H", "H", "H", "H", "H", "H", "H", "H", "H", "H", "H", "H", "H", "H", "H", "H", "H", "H", "F", "C", "C", "F", "C", "F", "C", "S", "C", "F", "C", "F", "C", "C", "C", "C", "C", "C", "C", "C", "C", "C", "O", "O", "H", "H", "H", "H", "H", "H", "H", "H", "H", "H", "H"],
  "positions_angstrom": [[-0.461, 0.309, 0.190], [-1.407, -4.746, -0.188], [-1.123, -3.349, -0.738], [-2.449, -2.713, -1.159], [-0.308, -2.187, 0.478], [1.456, -2.733, 0.782], [1.778, -4.222, 0.831], [1.906, -2.012, 2.056], [-1.135, -2.395, 2.066], [-1.143, -3.523, 2.879], [-1.647, -3.461, 4.165], [-2.084, -2.243, 4.665], [-2.100, -1.120, 3.863], [-1.678, -1.185, 2.530], [-1.772, -0.086, 1.666], [-2.895, 0.712, 1.949], [-4.122, 0.154, 2.314], [-5.155, 0.963, 2.745], [-4.984, 2.338, 2.811], [-3.813, 2.913, 2.339], [-2.776, 2.108, 1.882], [-1.229, 2.571, 1.045], [-0.200, 3.336, 2.400], [-0.717, 4.680, 2.902], [-0.155, 2.327, 3.552], [-1.835, 3.944, -0.049], [-0.771, 4.870, -0.639], [-2.695, 3.301, -1.138], [-1.842, -5.355, -0.979], [-2.132, -4.687, 0.621], [-0.518, -5.255, 0.168], [-0.438, -3.410, -1.597], [-3.105, -2.618, -0.294], [-2.945, -3.350, -1.888], [-2.307, -1.729, -1.603], [2.013, -2.322, -0.068], [1.231, -4.741, 1.614], [2.842, -4.331, 1.045], [1.591, -4.696, -0.129], [1.518, -2.506, 2.945], [1.545, -0.976, 2.054], [2.991, -1.983, 2.127], [-0.753, -4.458, 2.515], [-1.692, -4.350, 4.774], [-2.416, -2.174, 5.689], [-2.444, -0.183, 4.274], [-4.252, -0.916, 2.271], [-6.093, 0.518, 3.040], [-5.774, 2.962, 3.200], [-3.728, 3.991, 2.335], [0.804, 3.482, 1.980], [-1.704, 4.574, 3.342], [-0.757, 5.435, 2.124], [-0.052, 5.047, 3.680], [-1.109, 2.332, 4.080], [0.629, 2.590, 4.258], [0.039, 1.310, 3.190], [-2.479, 4.529, 0.620], [-0.389, 4.483, -1.580], [0.074, 5.010, 0.034], [-1.213, 5.844, -0.837], [-2.100, 2.609, -1.743], [-3.101, 4.068, -1.793], [-3.530, 2.756, -0.696], [6.156, 3.450, 0.838], [4.938, 3.147, 0.396], [4.071, 2.388, 1.176], [4.454, 1.910, 2.363], [2.794, 2.108, 0.716], [1.977, 1.371, 1.515], [2.324, 2.547, -0.522], [0.745, 2.214, -1.155], [3.217, 3.320, -1.286], [2.823, 3.784, -2.474], [4.503, 3.601, -0.850], [5.329, 4.314, -1.612], [3.340, -2.746, -6.584], [2.625, -2.143, -5.423], [3.317, -1.662, -4.320], [2.678, -1.118, -3.217], [3.547, -0.578, -2.123], [1.264, -1.066, -3.198], [0.550, -1.510, -4.332], [-0.943, -1.486, -4.441], [1.243, -2.033, -5.411], [0.590, -0.570, -1.993], [1.221, -0.475, -0.896], [-0.631, -0.237, -1.918], [4.413, -2.738, -6.420], [3.119, -2.202, -7.501], [3.020, -3.775, -6.743], [4.395, -1.709, -4.321], [4.575, -0.528, -2.471], [3.516, -1.213, -1.239], [3.232, 0.420, -1.823], [-1.377, -0.687, -3.849], [-1.357, -2.439, -4.108], [-1.232, -1.349, -5.481], [0.670, -2.362, -6.265]]
}

---

[3]
{
  "formula": "C11H24CsIN3OV",
  "method": "the ωB97M-V functional and the def2-TZVPD basis",
  "charge": 2,
  "total_energy_ha": -1934.33331,
  "orbital_gap_ev": [6.84, 6.16],
  "homo_energy_ha": [-0.58504, -0.57669],
  "elements": ["N", "C", "O", "Cs", "V", "N", "N", "C", "C", "C", "C", "C", "C", "C", "C", "H", "H", "H", "H", "H", "H", "H", "H", "H", "H", "H", "H", "H", "H", "H", "H", "H", "H", "C", "H", "H", "H", "C", "H", "H", "H", "I"],
  "positions_angstrom": [[-1.799, -0.685, -0.084], [-2.882, -0.924, 0.370], [-3.957, -1.060, 0.887], [-2.404, 2.122, 1.899], [0.068, -0.053, -0.219], [0.282, 1.665, -0.919], [0.863, -1.467, -1.057], [-0.330, 2.453, -2.006], [0.236, -2.454, -1.957], [-0.038, 3.963, -1.867], [0.224, 2.005, -3.368], [-1.844, 2.263, -1.992], [-0.457, -3.525, -1.114], [1.251, -3.133, -2.882], [-0.796, -1.748, -2.825], [-0.351, 4.355, -0.887], [-0.600, 4.509, -2.640], [1.025, 4.202, -2.017], [1.319, 2.116, -3.415], [-0.217, 2.629, -4.159], [-0.027, 0.958, -3.580], [-2.151, 1.211, -2.036], [-2.259, 2.776, -2.867], [-2.309, 2.730, -1.105], [0.261, -3.997, -0.430], [-0.877, -4.291, -1.781], [-1.268, -3.089, -0.522], [1.959, -3.766, -2.326], [1.807, -2.383, -3.461], [0.705, -3.779, -3.588], [-1.307, -2.496, -3.442], [-0.305, -1.020, -3.479], [-1.557, -1.234, -2.228], [1.674, 2.012, -0.634], [2.104, 1.299, 0.088], [2.309, 2.027, -1.539], [1.751, 3.015, -0.181], [2.217, -1.779, -0.609], [2.532, -1.071, 0.169], [2.289, -2.796, -0.191], [2.928, -1.697, -1.445], [0.335, -0.194, 2.303]]
}

---

[4]
{
  "formula": "C3HGdO2",
  "method": "the ωB97M-V functional and the def2-TZVPD basis",
  "charge": 2,
  "total_energy_ha": -1030.25309,
  "orbital_gap_ev": [8.93, 5.59],
  "multiplicity": 8,
  "homo_energy_ha": [-0.71849, -0.65936],
  "e_above_lowest_ev": 0.0000,
  "elements": ["H", "C", "C", "O", "Gd", "O", "C"],
  "positions_angstrom": [[-1.169, -0.258, 2.325], [-0.218, 1.415, 1.669], [-0.661, 0.207, 1.467], [0.108, 2.545, 1.679], [-0.032, -1.120, -0.413], [1.016, 0.408, -2.114], [1.484, 1.243, -2.727]]
}

---

[5]
{
  "formula": "CHBr3",
  "method": "the ωB97M-V functional and the def2-TZVPD basis",
  "charge": 0,
  "total_energy_ha": -7760.73026,
  "orbital_gap_ev": 10.37,
  "homo_energy_ha": -0.38043,
  "e_above_lowest_ev": 0.0191,
  "elements": ["C", "Br", "Br", "Br", "H"],
  "positions_angstrom": [[-0.080, -0.082, 0.031], [-0.906, 1.568, -0.541], [0.691, 0.010, 1.761], [1.192, -0.708, -1.273], [-0.897, -0.788, 0.022]]
}

---

[6]
{
  "formula": "C11H9Br2F3O3",
  "method": "the ωB97M-V functional and the def2-TZVPD basis",
  "charge": 0,
  "total_energy_ha": -6097.86235,
  "smiles": "C[C@H](Br)[C@@H](Br)C1=C(CCC(F)=C(F)F)C(=O)OC1=O",
  "orbital_gap_ev": 8.58,
  "homo_energy_ha": -0.34811,
  "elements": ["C", "C", "Br", "C", "Br", "C", "C", "C", "C", "C", "F", "C", "F", "F", "C", "O", "O", "C", "O", "H", "H", "H", "H", "H", "H", "H", "H", "H"],
  "positions_angstrom": [[3.406, -0.039, 0.904], [2.996, 1.210, 0.106], [2.608, 2.653, 1.425], [1.744, 1.047, -0.810], [2.138, 1.519, -2.686], [1.105, -0.314, -0.799], [-0.175, -0.559, -0.501], [-1.255, 0.425, -0.118], [-2.232, -0.059, 1.017], [-3.622, -0.328, 0.470], [-3.908, -1.546, -0.001], [-4.584, 0.561, 0.416], [-5.836, 0.174, 0.426], [-4.423, 1.849, 0.307], [-0.411, -2.043, -0.654], [-1.391, -2.665, -0.658], [0.820, -2.680, -0.865], [1.694, -1.674, -1.151], [2.772, -1.791, -1.580], [2.573, -0.574, 1.372], [3.991, -0.678, 0.222], [4.130, 0.287, 1.666], [3.834, 1.597, -0.483], [0.987, 1.740, -0.435], [-0.867, 1.421, 0.132], [-1.875, 0.572, -1.021], [-2.368, 0.798, 1.695], [-1.852, -0.902, 1.604]]
}